6 unconnected molecules or ions with the total composition C40H54BF5NO19S2 at a distorted geometry, computed with ωB97M-V/def2-TZVPD.

Summary:
orbital gap	6.2	eV
LUMO energy	1.703	eV
net charge	-1
highest occupied orbital energy	-4.5	eV

Last columns: bonded neighbours and bond lengths (Å).
Atoms and positions in Å:
1 C 2.128 1.012 2.164  C2 1.214, H34 1.077
2 C 1.360 1.768 1.606  C1 1.214, C3 1.544
3 C 0.745 2.644 0.493  C2 1.544, N4 1.469, O7 1.424, C21 1.613
4 N 1.475 3.911 0.351  C3 1.469, C5 1.460, H35 1.010
5 C 2.879 3.882 0.751  N4 1.460, C6 1.576, H36 1.113, H37 1.103
6 C 3.586 5.160 0.159  C5 1.576, H38 1.111, H39 1.101, H40 1.104
7 O -0.466 3.070 1.110  C3 1.424, B8 1.500
8 B -1.678 2.865 0.249  O7 1.500, C9 1.653, C13 1.682, O20 1.461
9 C -2.328 4.342 -0.105  B8 1.653, C10 1.580, H41 1.113, H42 1.112
10 C -2.690 4.537 -1.631  C9 1.580, C11 1.580, H43 1.106, H44 1.102
11 C -4.179 5.019 -1.848  C10 1.580, S12 1.860, H45 1.104, H46 1.104
12 S -4.908 4.156 -3.325  C11 1.860, H47 1.364
13 C -2.760 2.043 1.240  B8 1.682, C14 1.531, H48 1.114, H49 1.106
14 C -3.465 0.871 0.552  C13 1.531, C15 1.411, C19 1.420
15 C -4.016 1.032 -0.736  C14 1.411, C16 1.406, H50 1.100
16 C -4.639 -0.011 -1.442  C15 1.406, C17 1.406, H51 1.095
17 C -4.720 -1.279 -0.839  C16 1.406, C18 1.399, H52 1.088
18 C -4.208 -1.431 0.455  C17 1.399, C19 1.398, H53 1.103
19 C -3.587 -0.403 1.168  C14 1.420, C18 1.398, H54 1.098
20 O -1.112 2.074 -0.842  B8 1.461, C21 1.404
21 C 0.279 1.883 -0.850  C3 1.613, O20 1.404, C22 1.557, C30 1.568
22 C 0.494 0.341 -0.863  C21 1.557, C23 1.556, H55 1.112, H56 1.106
23 C -0.435 -0.419 0.127  C22 1.556, C24 1.583, H57 1.097, H58 1.101
24 C 0.211 -1.847 0.349  C23 1.583, C25 1.540, H59 1.109, H60 1.103
25 C 0.911 -1.915 1.719  C24 1.540, O26 1.200, O27 1.390
26 O 0.257 -1.741 2.709  C25 1.200
27 O 2.279 -2.132 1.839  C25 1.390, C28 1.431
28 C 2.786 -3.137 0.955  O27 1.431, C29 1.554, H61 1.106, H62 1.107
29 C 3.476 -2.498 -0.282  C28 1.554, H63 1.104, H64 1.107, H65 1.102
30 C 1.003 2.564 -2.062  C21 1.568, S31 1.826, H66 1.105, H67 1.106
31 S 0.447 1.967 -3.695  C30 1.826, C32 1.819
32 C 1.522 0.597 -4.222  S31 1.819, C33 1.565, H68 1.104, H69 1.108
33 C 3.011 0.986 -4.507  C32 1.565, H70 1.099, H71 1.111, H72 1.109
34 H 2.832 0.398 2.701  C1 1.077
35 H 0.976 4.672 0.790  N4 1.010
36 H 3.028 3.969 1.851  C5 1.113
37 H 3.434 3.028 0.328  C5 1.103
38 H 4.471 5.318 0.811  C6 1.111
39 H 3.961 5.007 -0.865  C6 1.101
40 H 2.965 6.066 0.280  C6 1.104
41 H -1.640 5.177 0.156  C9 1.113
42 H -3.264 4.557 0.457  C9 1.112
43 H -2.048 5.317 -2.080  C10 1.106
44 H -2.581 3.614 -2.224  C10 1.102
45 H -4.815 4.737 -0.991  C11 1.104
46 H -4.233 6.110 -2.007  C11 1.104
47 H -5.861 3.337 -2.795  S12 1.364
48 H -2.137 1.632 2.067  C13 1.114
49 H -3.493 2.719 1.719  C13 1.106
50 H -3.952 2.018 -1.220  C15 1.100
51 H -5.036 0.210 -2.438  C16 1.095
52 H -5.176 -2.086 -1.409  C17 1.088
53 H -4.278 -2.431 0.915  C18 1.103
54 H -3.156 -0.527 2.171  C19 1.098
55 H 1.578 0.183 -0.671  C22 1.112
56 H 0.291 -0.082 -1.865  C22 1.106
57 H -0.607 0.112 1.072  C23 1.097
58 H -1.366 -0.619 -0.426  C23 1.101
59 H -0.635 -2.563 0.348  C24 1.109
60 H 0.856 -2.136 -0.499  C24 1.103
61 H 3.580 -3.681 1.500  C28 1.106
62 H 2.025 -3.883 0.653  C28 1.107
63 H 3.701 -3.241 -1.067  C29 1.104
64 H 4.443 -2.056 0.023  C29 1.107
65 H 2.877 -1.698 -0.746  C29 1.102
66 H 0.754 3.640 -2.037  C30 1.105
67 H 2.096 2.479 -1.914  C30 1.106
68 H 1.528 -0.275 -3.546  C32 1.104
69 H 1.094 0.233 -5.177  C32 1.108
70 H 3.170 2.051 -4.724  C33 1.099
71 H 3.350 0.379 -5.374  C33 1.111
72 H 3.636 0.635 -3.661  C33 1.109
73 C 6.731 6.559 4.929  C74 1.505, O78 1.427, H80 1.092, H81 1.088
74 C 5.282 6.181 4.777  C73 1.505, O75 1.413, F79 1.356, H82 1.092
75 O 5.197 5.811 3.416  C74 1.413, C76 1.366
76 C 6.431 5.340 3.069  O75 1.366, O77 1.183, O78 1.363
77 O 6.655 4.704 2.097  C76 1.183
78 O 7.369 5.691 3.994  C73 1.427, C76 1.363
79 F 4.470 7.245 4.995  C74 1.356
80 H 6.920 7.598 4.650  C73 1.092
81 H 7.105 6.391 5.937  C73 1.088
82 H 4.964 5.345 5.403  C74 1.092
83 C 6.216 -1.952 3.082  C84 1.500, O88 1.428, H90 1.092, H91 1.089
84 C 6.443 -3.433 3.004  C83 1.500, O85 1.415, F89 1.359, H92 1.092
85 O 7.474 -3.642 3.951  C84 1.415, C86 1.369
86 C 7.325 -2.661 4.895  O85 1.369, O87 1.184, O88 1.359
87 O 7.837 -2.680 5.963  C86 1.184
88 O 6.510 -1.670 4.451  C83 1.428, C86 1.359
89 F 6.895 -3.794 1.774  C84 1.359
90 H 6.898 -1.389 2.442  C83 1.092
91 H 5.193 -1.673 2.834  C83 1.089
92 H 5.571 -4.035 3.269  C84 1.092
93 C -8.667 -3.138 -2.079  C94 1.504, O98 1.424, H100 1.093, H101 1.088
94 C -9.157 -2.538 -3.369  C93 1.504, O95 1.414, F99 1.358, H102 1.092
95 O -8.077 -1.712 -3.758  C94 1.414, C96 1.370
96 C -6.949 -2.295 -3.244  O95 1.370, O97 1.182, O98 1.358
97 O -5.846 -2.033 -3.576  C96 1.182
98 O -7.262 -3.218 -2.297  C93 1.424, C96 1.358
99 F -10.253 -1.760 -3.170  C94 1.358
100 H -8.865 -2.495 -1.219  C93 1.093
101 H -9.090 -4.122 -1.887  C93 1.088
102 H -9.365 -3.266 -4.156  C94 1.092
103 C 6.347 -5.679 -2.319  C104 1.504, O108 1.428, H110 1.092, H111 1.088
104 C 6.083 -5.728 -3.799  C103 1.504, O105 1.413, F109 1.357, H112 1.092
105 O 4.706 -6.041 -3.862  C104 1.413, C106 1.367
106 C 4.146 -5.526 -2.726  O105 1.367, O107 1.183, O108 1.362
107 O 2.986 -5.366 -2.566  C106 1.183
108 O 5.099 -5.214 -1.804  C103 1.428, C106 1.362
109 F 6.787 -6.724 -4.394  C104 1.357
110 H 6.568 -6.663 -1.902  C103 1.092
111 H 7.155 -4.998 -2.060  C103 1.088
112 H 6.268 -4.787 -4.323  C104 1.092
113 C -7.985 -3.812 2.465  C114 1.506, O118 1.429, H120 1.092, H121 1.088
114 C -9.443 -4.158 2.316  C113 1.506, O115 1.417, F119 1.356, H122 1.092
115 O -9.533 -4.562 0.962  C114 1.417, C116 1.368
116 C -8.306 -5.072 0.640  O115 1.368, O117 1.185, O118 1.355
117 O -8.091 -5.740 -0.316  C116 1.185
118 O -7.368 -4.723 1.553  C113 1.429, C116 1.355
119 F -10.231 -3.070 2.502  C114 1.356
120 H -7.766 -2.787 2.159  C113 1.092
121 H -7.619 -3.963 3.478  C113 1.088
122 H -9.784 -4.969 2.964  C114 1.092



3 unconnected molecules or ions with the total composition C40H54Cl2F7N3O15P2 at a distorted geometry, computed with ωB97M-V/def2-TZVPD.

Summary:
orbital gap	7.8	eV
SMILES string	[H]/N=C(\N)NCCCCc1c(COCC)cc(C(F)(F)C(F)(F)C(F)(F)F)c2c1C(=O)c1c(COC)c(CC(=O)Cl)c(CCOC(=O)CC)c(Cl)c1C2=O.COP(=O)(OC)OC.COP(=O)(OC)OC
LUMO energy	-1.065	eV
highest occupied orbital energy	-8.9	eV

Last columns: bonded neighbours and bond lengths (Å).
Atoms and positions in Å:
1 H 2.775 -7.242 0.126  N2 1.017
2 N 3.154 -6.303 0.226  H1 1.017, C3 1.272
3 C 2.437 -5.497 -0.448  N2 1.272, N4 1.446, N5 1.389
4 N 1.306 -6.038 -1.170  C3 1.446, H55 1.015, H56 1.012
5 N 2.750 -4.147 -0.522  C3 1.389, C6 1.486, H57 1.012
6 C 3.099 -3.543 0.790  N5 1.486, C7 1.567, H58 1.100, H59 1.099
7 C 2.786 -2.009 0.859  C6 1.567, C8 1.550, H60 1.099, H61 1.099
8 C 1.823 -1.678 2.027  C7 1.550, C9 1.561, H62 1.097, H63 1.102
9 C 0.567 -0.791 1.759  C8 1.561, C10 1.520, H64 1.102, H65 1.094
10 C 0.104 -0.633 0.319  C9 1.520, C11 1.402, C29 1.403
11 C -0.420 -1.713 -0.406  C10 1.402, C12 1.532, C16 1.393
12 C -0.645 -3.157 0.052  C11 1.532, O13 1.400, H66 1.101, H67 1.110
13 O -0.484 -3.458 1.409  C12 1.400, C14 1.430
14 C -1.703 -3.395 2.154  O13 1.430, C15 1.558, H68 1.100, H69 1.102
15 C -1.334 -3.283 3.664  C14 1.558, H70 1.096, H71 1.098, H72 1.100
16 C -0.822 -1.453 -1.715  C11 1.393, C17 1.378, H73 1.092
17 C -0.743 -0.216 -2.314  C16 1.378, C18 1.536, C28 1.409
18 C -1.268 -0.087 -3.752  C17 1.536, F19 1.381, F20 1.341, C21 1.571
19 F -1.192 -1.362 -4.279  C18 1.381
20 F -0.486 0.655 -4.549  C18 1.341
21 C -2.795 0.269 -3.838  C18 1.571, F22 1.363, F23 1.341, C24 1.542
22 F -3.370 -0.230 -2.708  C21 1.363
23 F -3.352 -0.415 -4.849  C21 1.341
24 C -3.148 1.770 -3.870  C21 1.542, F25 1.321, F26 1.332, F27 1.357
25 F -2.498 2.474 -4.780  C24 1.321
26 F -3.050 2.261 -2.635  C24 1.332
27 F -4.462 1.851 -4.197  C24 1.357
28 C -0.225 0.879 -1.594  C17 1.409, C29 1.403, C53 1.528
29 C 0.191 0.634 -0.276  C10 1.403, C28 1.403, C30 1.525
30 C 0.717 1.835 0.503  C29 1.525, O31 1.206, C32 1.527
31 O 1.724 1.819 1.167  C30 1.206
32 C -0.115 3.101 0.313  C30 1.527, C33 1.389, C52 1.390
33 C -0.441 3.924 1.383  C32 1.389, C34 1.525, C37 1.395
34 C 0.005 3.496 2.778  C33 1.525, O35 1.429, H74 1.099, H75 1.098
35 O -0.352 2.143 3.066  C34 1.429, C36 1.422
36 C -1.759 1.983 3.202  O35 1.422, H76 1.100, H77 1.104, H78 1.103
37 C -1.157 5.093 1.126  C33 1.395, C38 1.526, C42 1.399
38 C -1.518 6.060 2.250  C37 1.526, C39 1.531, H79 1.102, H80 1.097
39 C -0.333 6.463 3.132  C38 1.531, O40 1.187, Cl41 1.825
40 O 0.728 6.849 2.764  C39 1.187
41 Cl -0.645 6.324 4.924  C39 1.825
42 C -1.555 5.403 -0.179  C37 1.399, C43 1.529, C50 1.404
43 C -2.345 6.674 -0.492  C42 1.529, C44 1.556, H81 1.106, H82 1.091
44 C -3.753 6.763 0.165  C43 1.556, O45 1.435, H83 1.105, H84 1.102
45 O -4.401 5.492 0.319  C44 1.435, C46 1.405
46 C -5.751 5.686 -0.022  O45 1.405, O47 1.203, C48 1.529
47 O -6.538 6.095 0.790  C46 1.203
48 C -6.125 5.378 -1.471  C46 1.529, C49 1.554, H85 1.093, H86 1.105
49 C -5.326 4.205 -2.105  C48 1.554, H87 1.098, H88 1.092, H89 1.098
50 C -1.238 4.548 -1.247  C42 1.404, Cl51 1.751, C52 1.398
51 Cl -1.683 4.919 -2.900  C50 1.751
52 C -0.515 3.379 -0.989  C32 1.390, C50 1.398, C53 1.553
53 C -0.087 2.331 -2.051  C28 1.528, C52 1.553, O54 1.204
54 O 0.386 2.731 -3.084  C53 1.204
55 H 0.988 -5.405 -1.897  N4 1.015
56 H 0.563 -6.275 -0.524  N4 1.012
57 H 2.033 -3.609 -0.992  N5 1.012
58 H 4.183 -3.682 0.910  C6 1.100
59 H 2.591 -4.111 1.580  C6 1.099
60 H 3.756 -1.535 1.064  C7 1.099
61 H 2.489 -1.695 -0.152  C7 1.099
62 H 1.485 -2.604 2.509  C8 1.097
63 H 2.415 -1.168 2.804  C8 1.102
64 H -0.275 -1.256 2.297  C9 1.102
65 H 0.715 0.161 2.277  C9 1.094
66 H -0.025 -3.829 -0.564  C12 1.101
67 H -1.688 -3.414 -0.226  C12 1.110
68 H -2.289 -4.318 2.028  C14 1.100
69 H -2.240 -2.488 1.832  C14 1.102
70 H -1.842 -4.054 4.254  C15 1.096
71 H -0.248 -3.404 3.772  C15 1.098
72 H -1.599 -2.283 4.041  C15 1.100
73 H -1.261 -2.279 -2.278  C16 1.092
74 H 1.104 3.515 2.799  C34 1.099
75 H -0.410 4.110 3.588  C34 1.098
76 H -2.054 1.690 4.221  C36 1.100
77 H -2.076 1.195 2.497  C36 1.104
78 H -2.330 2.891 2.946  C36 1.103
79 H -2.307 5.617 2.879  C38 1.102
80 H -1.952 6.997 1.881  C38 1.097
81 H -1.756 7.517 -0.083  C43 1.106
82 H -2.456 6.877 -1.558  C43 1.091
83 H -4.385 7.370 -0.508  C44 1.105
84 H -3.720 7.335 1.106  C44 1.102
85 H -7.207 5.224 -1.525  C48 1.093
86 H -5.866 6.285 -2.045  C48 1.105
87 H -5.044 4.505 -3.123  C49 1.098
88 H -4.419 3.948 -1.553  C49 1.092
89 H -5.991 3.332 -2.139  C49 1.098
90 C 0.163 -8.573 6.709  O91 1.435, H98 1.088, H99 1.091, H100 1.091
91 O 1.113 -8.108 5.740  C90 1.435, P92 1.675
92 P 1.609 -6.518 5.920  O91 1.675, O93 1.504, O94 1.611, O96 1.668
93 O 0.353 -5.831 5.460  P92 1.504
94 O 2.726 -6.628 4.765  P92 1.611, C95 1.426
95 C 2.755 -7.670 3.791  O94 1.426, H101 1.090, H102 1.089, H103 1.088
96 O 2.428 -5.202 6.534  P92 1.668, C97 1.435
97 C 2.025 -4.790 7.849  O96 1.435, H104 1.091, H105 1.092, H106 1.087
98 H -0.024 -9.627 6.517  C90 1.088
99 H 0.560 -8.463 7.719  C90 1.091
100 H -0.773 -8.021 6.616  C90 1.091
101 H 1.810 -7.719 3.251  C95 1.090
102 H 2.984 -8.624 4.261  C95 1.089
103 H 3.548 -7.439 3.082  C95 1.088
104 H 2.160 -5.602 8.565  C97 1.091
105 H 0.981 -4.471 7.843  C97 1.092
106 H 2.652 -3.952 8.146  C97 1.087
107 C 3.426 3.729 -5.714  O108 1.437, H115 1.088, H116 1.090, H117 1.090
108 O 4.406 2.940 -6.408  C107 1.437, P109 1.674
109 P 4.008 1.327 -6.617  O108 1.674, O110 1.501, O111 1.616, O113 1.667
110 O 4.193 0.857 -5.204  P109 1.501
111 O 5.290 1.028 -7.553  P109 1.616, C112 1.423
112 C 6.424 1.886 -7.625  O111 1.423, H118 1.090, H119 1.089, H120 1.089
113 O 3.270 -0.022 -7.261  P109 1.667, C114 1.435
114 C 1.866 -0.124 -6.982  O113 1.435, H121 1.091, H122 1.091, H123 1.088
115 H 3.774 4.760 -5.700  C107 1.088
116 H 2.466 3.687 -6.227  C107 1.090
117 H 3.313 3.375 -4.688  C107 1.090
118 H 6.851 2.050 -6.637  C112 1.090
119 H 6.157 2.832 -8.093  C112 1.089
120 H 7.167 1.393 -8.250  C112 1.089
121 H 1.337 0.746 -7.373  C114 1.091
122 H 1.699 -0.205 -5.907  C114 1.091
123 H 1.483 -1.017 -7.472  C114 1.088